(1)
Molecular formula: C20H22F
Method: DFT, ωB97M-V with the def2-TZVPD basis set

Element x y z (Å)
1 C -0.613 -2.017 4.125
2 C -1.371 -0.743 3.737
3 C -1.979 -0.789 2.324
4 C -1.009 -1.271 1.268
5 C -0.886 -0.623 0.101
6 C -0.266 -2.536 1.620
7 C 0.343 -2.527 3.039
8 H -0.038 -1.819 5.037
9 H -1.335 -2.808 4.376
10 H -2.169 -0.563 4.465
11 H -0.684 0.113 3.805
12 H -2.838 -1.483 2.359
13 H -2.366 0.202 2.065
14 H -0.214 -0.996 -0.676
15 H -1.546 0.215 -0.121
16 H -0.976 -3.382 1.590
17 H 0.521 -2.747 0.887
18 H 1.248 -1.902 3.041
19 H 0.665 -3.542 3.300
20 F 4.235 -0.955 -1.502
21 C 3.464 0.010 -0.893
22 C 3.872 0.488 0.352
23 C 3.067 1.454 0.978
24 C 1.869 1.854 0.413
25 C 1.427 1.313 -0.838
26 C 0.095 1.608 -1.218
27 C -0.548 1.534 -2.485
28 C -1.638 2.431 -2.723
29 C -2.400 2.355 -3.879
30 C -2.090 1.407 -4.869
31 C -0.994 0.554 -4.683
32 C -0.254 0.584 -3.502
33 C 2.331 0.468 -1.547
34 H 4.803 0.139 0.793
35 H 3.390 1.898 1.923
36 H 1.222 2.575 0.918
37 H -0.489 2.110 -0.444
38 H -1.862 3.178 -1.959
39 H -3.238 3.041 -4.028
40 H -2.686 1.344 -5.783
41 H -0.713 -0.151 -5.467
42 H 0.517 -0.164 -3.337
43 H 2.133 0.145 -2.562

Calculated values
energy = -23806.32284 eV
max |F| = 1.633 eV Å⁻¹
gap between HOMO and LUMO = 5.95 eV
charge = +1
multiplicity = 1
LUMO = -6.04 eV


(2)
Molecular formula: C4H9N2O3
Method: DFT, ωB97M-V with the def2-TZVPD basis set

Element x y z (Å)
1 N -2.677 -0.232 -0.232
2 C -1.484 -0.612 0.230
3 O -0.973 -1.780 0.325
4 C -0.548 0.610 0.762
5 O -1.444 1.712 0.821
6 N 0.498 1.017 -0.092
7 C 1.536 -0.077 -0.318
8 C 2.702 0.038 0.263
9 O 3.701 -0.831 0.218
10 H -3.391 -0.786 -0.556
11 H -2.811 0.723 -0.004
12 H -1.252 -2.572 -0.248
13 H -0.255 0.392 1.783
14 H -1.256 2.322 1.532
15 H 0.169 1.263 -0.986
16 H 1.379 -0.918 -1.000
17 H 3.104 0.783 0.925
18 H 3.485 -1.609 -0.402

Calculated values
energy = -13408.06772 eV
max |F| = 4.670 eV Å⁻¹
SMILES = [NH2+]=C(O)[C@H](O)N/C=C/O
gap between HOMO and LUMO = 8.48 eV
charge = +1
multiplicity = 1
LUMO = -4.05 eV


- multiplicity of number 1 (C20H22F)?
  1